Density functional theory data (ωB97M-V with the def2-TZVPD basis set) for a molecular structure, C30H30BrCaN4O7 at a distorted geometry.

The geometry in ORCA input format:
```
! RIJCOSX wB97M-V def2-TZVPD def2/J DEFGRID3
* xyz -1 1
Ca 0.1461 -0.1927 -0.5955
O -1.9113 -3.9108 0.7054
C -2.2191 -2.7398 0.4757
O -2.4094 -1.6018 -1.4534
C -1.9462 -1.7523 1.6142
C -0.4448 -1.7886 1.9870
C -0.2993 -1.5960 3.5028
C -0.7681 -0.1366 3.6358
C -0.8875 0.2694 2.1492
O 0.0626 -0.5592 1.5035
C -2.2222 -0.2344 1.5886
C -2.5356 0.5466 0.2653
O -3.6833 0.9658 0.1428
O -1.5605 0.8185 -0.4715
H -2.5323 -2.1979 2.4295
H 0.0834 -2.6433 1.5652
H 0.7479 -1.6967 3.7930
H -0.8943 -2.3012 4.0765
H -0.0433 0.4805 4.1697
H -1.7297 -0.0499 4.1416
H -0.6867 1.3144 1.9342
H -3.0640 0.0020 2.2463
Br 6.8493 0.8587 1.1489
C 5.2075 0.6578 0.1836
C 4.7627 1.7061 -0.6171
C 3.6007 1.5576 -1.3256
C 2.7957 0.3849 -1.2473
O 1.7304 0.2818 -1.9217
C 3.3012 -0.6744 -0.4117
C 2.6432 -1.9436 -0.4444
N 1.4467 -2.0337 -0.8904
C 0.8356 -3.1727 -1.3409
C 1.5260 -4.2928 -1.7954
C 0.8380 -5.3232 -2.4077
C -0.5390 -5.2634 -2.5127
C -1.2837 -4.1839 -2.0337
C -2.7312 -4.3443 -2.0418
C -3.6472 -3.6155 -1.3972
C -3.2544 -2.3940 -0.6338
N -1.1153 -1.9554 -0.9604
C -0.5745 -3.0763 -1.4995
C 4.5027 -0.5174 0.2769
H 5.3342 2.6233 -0.6872
H 3.2474 2.3585 -1.9618
H 3.2365 -2.8263 -0.1548
H 2.6038 -4.3252 -1.7068
H 1.3782 -6.1789 -2.7888
H -1.0683 -6.0952 -2.9589
H -3.0717 -5.2145 -2.5940
H -4.6938 -3.8836 -1.4418
H -4.1121 -1.8129 -0.2763
H 4.8730 -1.3336 0.8802
C -0.1574 2.5421 -2.4337
N -0.2508 3.4041 -1.2781
C -1.2869 4.4126 -1.3336
C -0.8268 5.6111 -0.5180
C -0.6351 5.1283 0.9095
N 0.1717 3.9318 0.9405
C 0.7026 3.5947 2.2382
C 0.2584 3.0147 -0.0852
O 0.8843 1.9735 0.1005
H -0.0160 3.1659 -3.3211
H -1.0549 1.9255 -2.5424
H 0.6946 1.8777 -2.3071
H -2.2329 4.0148 -0.9413
H -1.4380 4.6873 -2.3804
H -1.5523 6.4239 -0.5482
H 0.1222 5.9709 -0.9221
H -1.6171 4.9333 1.3684
H -0.1244 5.8922 1.5079
H 1.3686 4.3928 2.5784
H 1.2686 2.6692 2.1518
H -0.1023 3.4698 2.9722
*
```

Properties
**Energy relative to the best compared isomer or geometry (same formula, charge and spin)**: 611.88 kJ/mol
**HOMO energy**: -4.229 eV
**Strongest force on any atom**: 0.055 Eh/bohr
**Kohn-Sham gap**: 6.70 eV

Atom charges from the Mulliken analysis, given in e for atoms 1 to 2: number 1, Ca, carries 2.43; number 2, O, carries -0.76



Density functional theory data (ωB97M-V with the def2-TZVPD basis set) for a molecular structure, C30H30BrF5N2O3PS2Ti.

The geometry in ORCA input format:
```
! RIJCOSX wB97M-V def2-TZVPD def2/J DEFGRID3
* xyz 0 2
Ti -1.1638 -0.1789 -0.7528
Br 1.0518 -2.5774 5.8179
C 0.3750 -2.3130 4.0704
C 0.5296 -3.3250 3.1161
C 0.0837 -3.1277 1.8362
C -0.5286 -1.9203 1.4537
O -0.9571 -1.8147 0.2069
C -0.7202 -0.9218 2.4344
C -1.5260 0.2432 2.2031
N -1.9517 0.5943 1.0399
C -3.1054 1.3810 0.8539
C -3.5217 2.4469 1.6024
C -4.7910 3.0149 1.3646
C -5.6363 2.4964 0.4232
C -5.2228 1.4054 -0.3780
C -6.0342 0.7745 -1.3469
C -5.5407 -0.2795 -2.0618
C -4.2052 -0.6698 -1.8676
N -3.4159 -0.0999 -0.9866
C -3.9231 0.8999 -0.2027
C -0.2500 -1.1443 3.7443
H 1.0023 -4.2576 3.3951
H 0.1984 -3.8916 1.0790
H -1.8492 0.7849 3.0921
H -2.8836 2.8437 2.3816
H -5.1041 3.8616 1.9603
H -6.6236 2.9147 0.2756
H -7.0450 1.1303 -1.5045
H -6.1405 -0.7918 -2.8000
H -3.7630 -1.4478 -2.4776
H -0.3735 -0.3648 4.4839
C -0.9261 -3.0749 -3.1826
C -0.8740 -2.0216 -4.0845
C 0.2865 -1.2643 -4.2020
C 1.3904 -1.5548 -3.4143
C 1.3371 -2.6091 -2.5107
C 0.1840 -3.3691 -2.3968
H -1.8301 -3.6637 -3.0813
H -1.7407 -1.7739 -4.6845
H 0.3186 -0.4288 -4.8897
H 2.2824 -0.9458 -3.4786
H 2.1860 -2.8218 -1.8738
H 0.1355 -4.1757 -1.6769
F -1.3950 2.0331 -1.4090
C -1.0434 1.2186 -2.5454
F 0.1473 1.7027 -2.9800
C -2.0696 1.5740 -3.6493
F -1.4684 1.8794 -4.8035
F -2.8729 2.5964 -3.3223
F -2.8789 0.5233 -3.9165
C 3.7999 -0.3366 3.8215
C 3.4680 -1.2066 2.6228
C 4.6635 -1.5068 1.7394
O 2.3647 -0.6694 1.8567
P 2.1447 0.8050 1.3003
S 1.3267 2.0160 2.6036
S 1.2039 0.6289 -0.5021
O 3.6475 1.2068 0.9423
C 4.1474 2.3166 0.1499
C 4.4515 1.8130 -1.2496
C 3.2524 3.5402 0.1500
H 4.4992 -0.8646 4.4719
H 2.8965 -0.1097 4.3870
H 4.2555 0.6026 3.5075
H 3.0586 -2.1532 2.9805
H 5.0945 -0.5931 1.3362
H 4.3811 -2.1576 0.9106
H 5.4198 -2.0192 2.3369
H 5.0842 2.5669 0.6528
H 3.5286 1.5578 -1.7699
H 5.0894 0.9295 -1.2083
H 4.9712 2.5906 -1.8118
H 2.2970 3.3335 -0.3330
H 3.7596 4.3275 -0.4107
H 3.0615 3.8923 1.1611
*
```

Properties
**Energy relative to the best compared isomer or geometry (same formula, charge and spin)**: 81.38 kJ/mol
**HOMO energy (alpha / beta)**: -7.499 / -7.644 eV
**Strongest force on any atom**: 0.012 Eh/bohr
**Kohn-Sham gap (alpha / beta)**: 6.41 / 6.59 eV

Atom charges from the Mulliken analysis, given in e for atoms 1 to 2: number 1, Ti, carries -0.10; number 2, Br, carries -0.13



Density functional theory data (ωB97M-V with the def2-TZVPD basis set) for 2 unconnected molecules or ions with the total composition C30H30ClN3O3S at a distorted geometry.

The geometry in ORCA input format:
```
! RIJCOSX wB97M-V def2-TZVPD def2/J DEFGRID3
* xyz 0 1
C 2.0654 -4.5006 1.8877
N 1.1883 -3.3528 1.8924
C 1.1032 -2.5398 2.9857
O 1.7159 -2.7029 4.0368
C 0.1247 -1.4174 2.6473
C 0.7849 -0.0417 2.7340
C 1.2749 0.2821 4.1311
C 2.6366 0.4851 4.3726
C 3.0927 0.7367 5.6682
C 2.1781 0.7943 6.7283
C 0.8125 0.5968 6.4868
C 0.3630 0.3448 5.1863
N -0.3134 -1.7787 1.2946
C -1.2276 -1.0459 0.6280
C -1.6514 -1.3425 -0.6641
C -2.5824 -0.6405 -1.4253
C -2.9832 -1.0427 -2.7468
C -3.9771 -0.3272 -3.4718
C -4.3515 -0.7003 -4.7532
C -3.7605 -1.8127 -5.3701
C -4.1390 -2.2062 -6.6982
N -4.4417 -2.5323 -7.7815
C -2.7912 -2.5434 -4.6750
C -2.4099 -2.1750 -3.3932
C 0.3406 -2.9903 0.7639
C 1.2246 -2.6774 -0.4540
C -0.6613 -4.1248 0.5015
H 2.5801 -4.5290 2.8496
H 1.4959 -5.4283 1.7509
H 2.8049 -4.4236 1.0805
H -0.7278 -1.4652 3.3502
H 1.6324 -0.0273 2.0307
H 0.0536 0.7100 2.3964
H 3.3288 0.4107 3.5314
H 4.1610 0.8820 5.8421
H 2.5308 0.9916 7.7416
H 0.0893 0.6359 7.3036
H -0.6952 0.1773 4.9727
H -1.6240 -0.1882 1.1793
H -1.2061 -2.2208 -1.1219
H -3.0572 0.2398 -0.9865
H -4.4504 0.5332 -2.9996
H -5.1090 -0.1343 -5.2959
H -2.3288 -3.4112 -5.1456
H -1.6506 -2.7759 -2.8901
H 1.9809 -1.9342 -0.1628
H 1.7211 -3.5956 -0.7915
H 0.6477 -2.2654 -1.2840
H -1.1787 -4.3567 1.4427
H -1.4125 -3.8483 -0.2396
H -0.1253 -5.0133 0.1462
Cl -3.0577 3.0407 -2.6813
C -1.5505 3.7057 -2.7379
S -0.9602 4.6077 -1.4027
C 0.7986 4.8388 -1.7830
C 1.7297 3.9512 -1.2508
C 3.0880 4.1233 -1.5333
C 3.5043 5.1870 -2.3417
C 2.5624 6.0775 -2.8697
C 1.2042 5.9055 -2.5827
O -1.4904 5.9531 -1.3611
O -0.9875 3.7884 -0.2104
H -1.0198 3.7288 -3.6832
H 1.3917 3.1368 -0.6150
H 3.8105 3.4182 -1.1174
H 4.5644 5.3207 -2.5622
H 2.8726 6.9090 -3.5064
H 0.4637 6.5996 -2.9734
*
```

Properties
**HOMO energy**: -5.502 eV
**Strongest force on any atom**: 0.050 Eh/bohr
**Kohn-Sham gap**: 2.69 eV

Atom charges from the natural (NBO) analysis, given in e for atoms 1 to 2: number 1, C, carries -0.42; number 2, N, carries -0.45



| no. | E_tot (eV) |
| --- | --- |
| 1 | -140374.01813 |
| 2 | -178429.46642 |
| 3 | -65562.64742 |